## 1
13
Properties=species:S:1:pos:R:3:lowdin_charge:R:1 method="wB97M-V/def2-TZVPD" total_charge=0 smiles="N/N=C(/NO)C(O)=S" homo_energy_ev=-9.074 gap_ha=0.321 e_lumo_ev=-0.335 molar_mass_g_mol=135.15
N -0.089 -2.449 -0.112 0.01
N -0.360 -1.345 -0.972 0.01
C -0.118 -0.171 -0.469 -0.34
N -0.260 0.877 -1.310 -0.04
O -0.905 0.647 -2.502 -0.02
C 0.367 0.200 0.935 -0.81
O 0.754 -0.813 1.664 -0.01
S 0.381 1.739 1.473 0.75
H 0.461 -3.106 -0.633 0.10
H -0.945 -2.908 0.025 0.09
H -0.455 1.786 -0.921 0.09
H -1.036 -0.337 -2.491 0.09
H 0.549 -1.682 1.115 0.08

---

## 2
13
Properties=species:S:1:pos:R:3:lowdin_charge:R:1 method="wB97M-V/def2-TZVPD" total_charge=0 homo_energy_ev=-8.774 gap_ha=0.342 e_lumo_ev=0.527 molar_mass_g_mol=135.15
C -0.072 0.182 0.138 -0.51
C -3.554 -0.315 0.006 0.00
H 2.467 1.197 -0.516 0.15
H -0.162 1.973 -0.272 0.13
H -4.041 0.359 0.922 0.14
H -4.079 -1.211 -0.233 0.04
H 2.291 -2.423 -0.571 -0.06
N 0.556 1.264 -0.393 -0.04
N -2.274 -0.417 -0.307 -0.02
N 0.335 -1.050 0.357 -0.27
O 1.794 1.766 0.231 -0.16
O -1.458 0.641 0.098 -0.10
S 2.017 -1.058 -0.027 0.71

---

## 3
13
Properties=species:S:1:pos:R:3:lowdin_charge:R:1 method="wB97M-V/def2-TZVPD" total_charge=0 homo_energy_ev=-9.336 gap_ha=0.351 e_lumo_ev=0.203 molar_mass_g_mol=135.15
C -0.190 -0.740 -0.552 -0.57
C -0.111 2.089 0.599 -0.22
H 0.692 -1.113 2.122 -0.12
H 0.796 -2.465 -0.773 0.15
H 0.850 -1.063 -2.006 0.06
H -0.833 1.479 -1.169 0.20
H -0.153 3.098 -0.375 0.20
N 0.098 -2.000 -0.049 -0.39
N 0.247 -0.345 -1.643 0.15
N -1.060 1.277 -0.013 -0.06
O -0.969 -0.020 0.372 -0.08
O 0.414 2.083 1.871 -0.10
S 0.219 -2.279 1.616 0.78

---

Question: which arrangement is favored energetically? Ranking from most to least stable: 1, 3, 2.

---

## 1
8
Properties=species:S:1:pos:R:3:lowdin_charge:R:1 method="wB97M-V/def2-TZVPD" total_charge=0 homo_energy_ev="-9.132 / -9.131" gap_ha="0.266 / 0.266" e_lumo_ev="-1.897 / -1.898" molar_mass_g_mol=122.17
C 1.262 0.169 0.013 -0.10
N 0.781 1.327 -0.066 -0.22
N 0.150 2.253 -0.098 0.21
O -1.275 -2.172 0.558 -0.62
S -2.497 0.279 -0.055 0.18
S -1.413 -1.274 -0.600 0.42
H 1.881 -0.322 -0.720 0.07
H 1.111 -0.260 0.967 0.07

---

## 2
8
Properties=species:S:1:pos:R:3:lowdin_charge:R:1 method="wB97M-V/def2-TZVPD" total_charge=0 homo_energy_ev="-8.270 / -8.265" gap_ha="0.240 / 0.237" e_lumo_ev="-1.729 / -1.828" molar_mass_g_mol=122.17
C -0.811 0.574 0.107 -1.44
N 1.926 -0.121 0.215 -0.08
N -0.790 -0.726 -0.160 -0.02
O 2.795 -0.072 -0.553 0.02
S -2.306 1.206 0.404 0.56
S 0.518 1.615 0.077 0.77
H -1.568 -1.342 -0.013 0.09
H 0.237 -1.134 -0.078 0.11

---

Question: which arrangement is favored energetically? Ranking from most to least stable: 1, 2.

---

## 1
8
Properties=species:S:1:pos:R:3:lowdin_charge:R:1 method="wB97M-V/def2-TZVPD" total_charge=0 homo_energy_ev=-9.352 gap_ha=0.304 e_lumo_ev=-1.089 molar_mass_g_mol=122.17
C 0.775 0.670 -0.270 -0.16
N -0.204 1.039 -0.951 -0.23
N -1.257 1.175 -1.302 0.19
O 0.338 -1.262 1.906 -0.59
S -1.934 -1.239 -0.042 0.22
S -0.113 -1.596 0.573 0.39
H 1.555 -0.023 -0.569 0.08
H 0.839 1.236 0.654 0.10

---

## 2
8
Properties=species:S:1:pos:R:3:lowdin_charge:R:1 method="wB97M-V/def2-TZVPD" total_charge=0 homo_energy_ev=-8.990 gap_ha=0.259 e_lumo_ev=-1.950 molar_mass_g_mol=122.17
C -0.288 0.941 0.077 -0.11
N -1.380 1.428 0.470 -0.21
N -2.381 1.805 0.829 0.21
O 1.128 -2.086 0.964 -0.58
S 1.909 -1.748 -1.738 0.21
S 0.593 -2.056 -0.383 0.37
H 0.538 0.875 0.760 0.07
H -0.119 0.842 -0.979 0.05

---

Question: which arrangement is favored energetically? Ranking from most to least stable: 2, 1.

---

## 1
12
Properties=species:S:1:pos:R:3:lowdin_charge:R:1 method="wB97M-V/def2-TZVPD" total_charge=0 homo_energy_ev="-9.008 / -9.007" gap_ha="0.310 / 0.310" e_lumo_ev="-0.577 / -0.578" molar_mass_g_mol=122.21
C 0.780 1.612 0.357 -0.49
C -1.062 -1.240 -0.338 -0.17
C 0.487 -1.240 -0.467 -0.58
O -0.190 3.758 1.004 -0.60
S 0.309 2.482 1.630 0.85
S 1.346 -0.467 1.002 0.65
H 0.792 1.498 -0.722 0.02
H -1.533 -0.357 -0.800 0.07
H -1.473 -2.159 -0.755 0.07
H -1.364 -0.942 0.687 0.06
H 0.947 -0.696 -1.312 0.05
H 0.961 -2.249 -0.287 0.06

---

## 2
12
Properties=species:S:1:pos:R:3:lowdin_charge:R:1 method="wB97M-V/def2-TZVPD" total_charge=0 smiles="O=CCCSS" homo_energy_ev=-9.312 gap_ha=0.356 e_lumo_ev=0.366 molar_mass_g_mol=122.21
O 0.935 -2.599 -1.088 0.07
C 0.782 -1.814 -0.197 -0.27
C 0.404 -0.356 -0.368 -0.26
C -1.049 -0.081 0.037 -0.50
S -1.372 1.756 -0.152 0.39
S -0.194 2.836 1.121 0.29
H 0.854 -2.088 0.877 0.13
H 1.053 0.306 0.220 0.08
H 0.582 0.042 -1.371 0.11
H -1.742 -0.544 -0.662 0.08
H -1.260 -0.286 1.082 0.07
H 1.008 2.828 0.503 -0.19

---

Question: which arrangement is favored energetically? Ranking from most to least stable: 2, 1.